(1)
ORCA calculation (wB97M-V/def2-TZVPD) on an isolated molecule of C6H9NO.

HOMO energy, Eh: -0.346
M, g/mol: 111.14
Relative energy (zero: lowest compared OMol25 entry of this formula, charge and spin), eV: 1.431
HOMO-LUMO gap, eV: 10.0
Multiplicity: 1
SMILES: C=NC(=O)/C(C)=C/C

The geometry in XYZ format:
```
17
Properties=species:S:1:pos:R:3:mulliken_charge:R:1
C 1.334 -0.320 -0.296 0.277
C 3.173 0.960 0.555 -0.221
C -0.971 0.695 -0.625 -0.086
C -0.159 -0.245 -0.127 0.535
C -2.460 0.682 -0.506 -1.241
C -0.681 -1.495 0.526 -1.185
N 2.117 0.804 -0.110 -0.348
O 1.845 -1.343 -0.712 -0.545
H 3.750 1.864 0.405 0.258
H 3.524 0.269 1.326 0.240
H -0.529 1.556 -1.114 0.401
H -2.755 0.937 0.514 0.283
H -2.861 -0.307 -0.727 0.327
H -2.918 1.390 -1.189 0.352
H -0.542 -1.454 1.606 0.275
H -0.129 -2.353 0.148 0.346
H -1.737 -1.640 0.326 0.331
```

(2)
ORCA calculation (wB97M-V/def2-TZVPD) on an isolated molecule of C6H9NO at a distorted geometry.

HOMO energy, Eh: -0.334
M, g/mol: 111.14
Relative energy (zero: lowest compared OMol25 entry of this formula, charge and spin), eV: 3.869
HOMO-LUMO gap, eV: 10.0
Multiplicity: 1
SMILES: O[C@@H]1C=C[C@@H]2NC[C@@H]12

The geometry in XYZ format:
```
17
Properties=species:S:1:pos:R:3:mulliken_charge:R:1
C 1.384 -0.294 0.336 0.048
C 1.059 -1.227 -0.788 -0.464
C -0.284 -1.416 -1.059 -0.434
C -0.925 -0.450 -0.143 0.024
C -1.098 1.431 0.717 -0.553
C 0.152 0.637 0.060 -0.187
H 2.856 0.777 -0.278 0.358
H 1.165 -0.806 1.283 0.247
H 1.790 -1.941 -1.237 0.365
H -0.841 -2.154 -1.662 0.363
H -1.058 -0.908 0.962 0.227
H -2.860 0.505 -0.028 0.228
H -1.209 1.120 1.774 0.262
H -1.043 2.508 0.695 0.357
H 0.238 1.157 -0.933 0.224
N -1.915 0.709 -0.249 -0.517
O 2.590 0.351 0.550 -0.547
```

(3)
ORCA calculation (wB97M-V/def2-TZVPD) on C6H9NO as an isolated structure at a distorted geometry.

HOMO energy, Eh: -0.344
M, g/mol: 111.14
Relative energy (zero: lowest compared OMol25 entry of this formula, charge and spin), eV: 4.555
HOMO-LUMO gap, eV: 10.3
Multiplicity: 1

The geometry in XYZ format:
```
17
Properties=species:S:1:pos:R:3:mulliken_charge:R:1
C 1.993 -0.695 0.178 -1.202
C 0.620 -0.161 -0.020 0.700
C -0.349 -0.518 -1.276 -0.896
C -1.340 -0.620 -0.160 -0.067
C -1.380 0.879 0.211 -0.219
C 0.070 1.131 0.421 -0.325
H 1.908 -1.693 -0.334 0.332
H 2.211 -1.054 1.318 0.265
H 2.771 0.105 -0.201 0.278
H -0.167 -1.617 -1.554 0.283
H -0.538 0.008 -2.194 0.323
H -2.213 -1.300 -0.289 0.444
H -2.095 1.643 -0.134 0.435
H -0.987 1.998 1.677 0.250
H 0.670 1.919 0.008 0.417
N -0.887 1.049 1.593 -0.558
O -0.285 -1.074 0.758 -0.459
```

(4)
ORCA calculation (wB97M-V/def2-TZVPD) on C6H9NO as an isolated structure at a distorted geometry.

HOMO energy, Eh: -0.337
M, g/mol: 111.14
Relative energy (zero: lowest compared OMol25 entry of this formula, charge and spin), eV: 6.256
HOMO-LUMO gap, eV: 9.8
Multiplicity: 1

The geometry in XYZ format:
```
17
Properties=species:S:1:pos:R:3:mulliken_charge:R:1
C 0.629 0.902 -1.624 -1.285
C 0.356 -0.039 -0.329 0.649
C -1.257 -0.416 -0.316 -0.592
C -0.016 -0.812 1.545 -0.188
C 0.644 0.559 0.977 -0.649
C 0.536 -1.435 0.233 0.332
H 1.767 1.368 -1.601 0.290
H 0.650 0.224 -2.598 0.294
H 0.072 1.850 -1.676 0.404
H -1.392 -1.096 -1.236 0.358
H -1.808 0.670 -1.007 0.206
H -1.912 0.261 1.844 0.331
H 0.438 -1.354 2.320 0.429
H -0.110 1.407 1.351 0.157
H 1.642 0.863 1.130 0.414
N -1.517 -0.641 1.212 -0.552
O 1.277 -2.311 -0.223 -0.599
```

(5)
ORCA calculation (wB97M-V/def2-TZVPD) on a 2-piece molecular cluster, C6H9NO overall at a distorted geometry.

HOMO energy, Eh: -0.346
M, g/mol: 111.14
Relative energy (zero: lowest compared OMol25 entry of this formula, charge and spin), eV: 3.315
HOMO-LUMO gap, eV: 9.9
Multiplicity: 1
SMILES: [H]/N=C\C(C)=O.C#CC

The geometry in XYZ format:
```
17
Properties=species:S:1:pos:R:3:mulliken_charge:R:1
C -1.895 -0.321 -1.062 -1.309
C 2.198 -0.807 1.052 -1.161
C -1.213 0.956 -0.633 0.700
C 1.633 -0.109 -0.089 0.038
C 1.337 0.225 -1.217 -0.160
C -0.466 0.900 0.714 0.002
N -0.734 0.100 1.668 -0.769
O -1.335 2.001 -1.227 -0.539
H -1.475 -0.572 1.466 0.230
H 1.167 0.588 -2.192 0.478
H 0.002 1.854 0.947 0.482
H -1.239 -1.176 -0.911 0.359
H -2.797 -0.466 -0.467 0.402
H -2.176 -0.247 -2.110 0.324
H 3.059 -0.258 1.435 0.282
H 2.489 -1.822 0.782 0.285
H 1.445 -0.845 1.843 0.355
```

(6)
ORCA calculation (wB97M-V/def2-TZVPD) on C6H9NO as an isolated structure at a distorted geometry.

HOMO energy (alpha / beta), Eh: -0.305 / -0.305
M, g/mol: 111.14
Relative energy (zero: lowest compared OMol25 entry of this formula, charge and spin), eV: 3.981
HOMO-LUMO gap (alpha / beta), eV: 7.7 / 7.7
Multiplicity: 1

The geometry in XYZ format:
```
17
Properties=species:S:1:pos:R:3:mulliken_charge:R:1
C -2.019 0.552 0.642 -1.378
C 0.744 0.439 -1.702 -1.294
N -0.456 -1.333 -0.574 -0.595
C -2.181 -0.686 0.109 1.029
C 0.514 -0.444 -0.517 0.495
C 2.173 0.219 1.288 -0.846
C 0.981 -0.038 0.776 0.210
O -2.898 -1.630 0.074 -0.445
H -0.371 -2.063 0.130 0.321
H -2.767 0.902 1.336 0.308
H -0.033 0.214 1.327 0.240
H -1.523 1.319 0.074 0.334
H 1.752 0.251 -2.092 0.375
H 0.015 0.225 -2.476 0.377
H 0.694 1.495 -1.437 0.319
H 2.292 0.533 2.316 0.282
H 3.084 0.046 0.727 0.267
```